Molecular formula: C36H104N6O19
Method: DFT, ωB97M-V with the def2-TZVPD basis set

```
165
Properties=species:S:1:pos:R:3:mulliken_charge:R:1
O -11.96 5.44 -5.39 -0.3375
O -0.27 -11.90 2.78 -0.6448
O -5.56 -3.38 -2.56 -0.6462
O -4.39 -1.26 1.67 -0.6478
O -9.63 8.37 -4.10 -0.3374
O -1.22 0.49 -0.54 -0.2539
O 2.41 -3.78 1.19 -0.3292
O -1.20 0.23 7.23 -0.3897
O 4.22 5.31 -12.80 -0.3435
O -0.70 -6.56 -4.38 -0.6403
O -6.64 1.05 -3.20 -0.6285
O -1.99 -6.21 7.67 -0.2690
O 4.68 4.13 -0.44 -0.3180
O 4.58 1.95 -4.45 -0.2029
O 7.23 -5.78 8.10 -0.3467
O -3.89 -5.00 4.40 -0.6004
O 2.07 -11.72 -1.43 -0.6360
O 6.47 -4.61 13.77 -0.3383
O -0.57 4.05 -9.89 -0.3267
N 5.94 -4.90 10.56 -0.3703
N -0.68 -3.49 7.71 -0.3487
N 1.27 5.74 -11.69 -0.3301
N 0.26 -2.30 0.04 -0.2871
N 6.41 3.24 -2.64 -0.3020
N -9.41 5.43 -4.21 -0.3820
C -0.76 5.43 -10.25 -0.6110
C 3.28 6.24 -13.02 -0.6484
C 1.43 -3.09 1.95 -0.8732
C 1.14 -1.92 1.07 -0.4183
C 6.69 2.61 -3.92 -0.8355
C 3.76 4.00 -13.20 -0.6001
C -0.72 -5.90 8.25 -0.5898
C -0.99 1.07 6.08 -0.6801
C -2.31 -7.59 7.64 -0.8271
C 0.57 6.11 -10.48 -0.7122
C 5.82 2.29 -1.60 -0.4689
C 0.18 0.20 -0.88 -0.4964
C -12.94 4.92 -6.29 -0.7876
C 5.69 -4.23 9.21 -0.9599
C -11.33 4.37 -4.66 -0.6336
C 6.46 -3.85 11.44 -0.5068
C -1.67 3.45 -9.19 -0.7691
C -9.17 7.57 -3.03 -0.4569
C 2.46 6.66 -11.92 -0.4162
C -1.52 1.88 -0.31 -0.7884
C 0.34 -1.33 -1.16 -0.7832
C -0.82 -4.50 8.82 -0.5243
C 5.25 5.40 -0.30 -0.8116
C 6.85 -4.40 8.21 -0.3162
C 7.16 -4.66 14.93 -0.8231
C 8.17 -6.05 7.07 -0.6999
C 5.54 3.05 -0.24 -0.6187
C 3.59 1.55 -5.38 -0.7906
C 5.62 2.76 -4.97 -0.5332
C -10.57 4.84 -3.46 -0.6222
C 2.35 -5.17 1.23 -0.6976
C -8.58 6.26 -3.39 -0.7810
C -1.04 -1.13 6.96 -0.5028
C 7.32 -4.48 12.60 -0.4284
C -10.36 9.49 -3.54 -0.7126
C -1.10 -2.14 8.13 -0.6611
H 1.60 4.79 -11.57 0.1179
H 0.54 -3.26 -0.12 0.2324
H -1.66 2.36 -9.26 0.2533
H -9.99 5.97 -4.84 0.3511
H 7.55 3.06 -4.41 0.4120
H 0.70 -1.09 1.63 0.3572
H 5.43 -3.18 9.32 0.3905
H 0.36 7.18 -10.46 0.4633
H 0.59 0.81 -1.69 0.4754
H 2.17 7.70 -12.07 0.3637
H 6.33 -4.11 7.29 0.3598
H 5.90 2.40 -5.95 0.4635
H 7.03 1.58 -3.83 0.2892
H -5.80 -2.50 -2.83 0.3235
H -3.97 -1.80 2.34 0.3020
H 1.34 -5.38 0.88 0.3384
H -13.95 4.83 -5.88 0.2838
H -0.47 -6.61 9.03 0.4689
H 0.08 1.25 5.98 0.2885
H -1.73 -1.51 6.20 0.3087
H 1.71 -10.94 -1.03 0.3202
H -1.32 2.08 6.34 0.2560
H -2.68 3.79 -9.45 0.3121
H -0.06 -1.30 6.52 0.3618
H 0.13 -12.37 3.51 0.3219
H 0.11 -4.42 9.37 0.3207
H -0.82 -12.56 2.35 0.3224
H 1.19 -1.53 -1.81 0.3722
H 6.25 1.34 -1.28 0.3923
H -1.68 2.30 -1.30 0.3213
H 7.71 -3.83 8.55 0.2978
H -11.15 5.51 -2.83 0.2427
H -2.48 1.98 0.20 0.2422
H 5.26 3.79 -5.04 0.3006
H -12.01 3.64 -4.22 0.4811
H 4.99 2.40 0.44 0.3777
H -1.51 -8.19 7.21 0.3736
H -7.66 6.53 -3.92 0.3267
H 2.37 -5.57 2.25 0.2791
H -1.31 -3.66 6.94 0.2278
H -3.68 -1.02 1.07 0.3410
H -8.65 8.17 -2.27 0.5073
H -2.12 -2.16 8.50 0.3463
H -4.48 -5.33 3.72 0.2995
H -2.75 -7.98 8.56 0.2945
H 3.14 6.55 -11.08 0.3066
H -8.25 5.65 -2.55 0.3598
H -11.12 9.13 -2.84 0.3159
H 1.13 5.97 -9.55 0.3275
H 4.74 -4.52 8.76 0.4086
H 6.52 -5.12 15.68 0.2635
H -13.09 5.71 -7.04 0.2606
H 4.53 3.26 -12.97 0.2793
H 3.19 -5.51 0.63 0.2039
H 6.53 -5.72 10.47 0.3264
H 7.64 -5.69 6.19 0.2840
H 6.53 3.35 0.11 0.3582
H -1.45 0.61 5.21 0.2886
H -10.71 10.05 -4.41 0.2418
H 5.67 3.90 -2.86 0.2526
H 4.81 1.99 -1.85 0.2716
H -10.85 3.77 -5.42 0.3679
H 9.00 -5.36 7.25 0.2890
H 3.97 7.08 -13.16 0.3458
H -1.71 -4.23 9.38 0.3464
H 7.10 -3.10 10.97 0.3058
H 7.45 -5.52 12.31 0.1738
H 8.24 -3.97 12.90 0.4172
H 3.01 3.78 -12.44 0.1983
H 4.41 6.09 -0.34 0.2600
H 2.71 6.25 -13.95 0.4320
H 3.95 1.49 -6.41 0.3306
H 6.11 5.62 -0.94 0.3415
H 5.50 5.75 0.70 0.3298
H 0.87 0.46 -0.08 0.3244
H -0.72 2.48 0.13 0.3005
H -9.70 10.14 -2.97 0.3069
H -6.17 1.28 -2.40 0.3112
H -10.06 7.34 -2.45 0.2742
H -0.81 -5.74 -4.86 0.3181
H -3.10 -7.67 6.89 0.2140
H 8.15 -5.11 14.98 0.3523
H -6.96 1.89 -3.54 0.3195
H 3.46 3.83 -14.23 0.2803
H 2.09 -1.55 0.67 0.2990
H -0.52 -1.88 9.02 0.3909
H 2.71 2.20 -5.40 0.2689
H -10.25 4.01 -2.82 0.4135
H -1.48 5.55 -11.05 0.3622
H -12.63 4.05 -6.86 0.3169
H -1.42 3.56 -8.14 0.2896
H 0.04 -5.99 7.47 0.3086
H -5.22 -3.27 -1.67 0.3210
H -1.59 -6.79 -4.10 0.3220
H 3.32 0.53 -5.12 0.2307
H 8.44 -7.07 6.82 0.2563
H -3.37 -5.76 4.66 0.3037
H -0.58 -1.56 -1.70 0.3827
H 5.72 -3.14 11.82 0.3603
H 1.95 -12.41 -0.78 0.3162
H 1.89 -2.75 2.87 0.4046
H 0.50 -3.58 2.23 0.3958
H -1.24 5.98 -9.44 0.4252
H 7.31 -3.66 15.36 0.3041
```

The value obtained for the total energy is -3191.5417 Ha. The energy above the lowest of the compared OMol25 structures with the same formula, charge and spin comes out at 222.6 kJ/mol. As for the net charge: 0.

---

Molecular formula: C30H24BrClO2PV
Method: DFT, ωB97M-V with the def2-TZVPD basis set

```
60
Properties=species:S:1:pos:R:3:nbo_charge:R:1
Br -0.79 -4.30 1.83 0.1505
V 0.24 -1.50 2.14 1.3367
Cl -2.02 -1.34 1.14 -0.4718
P -0.85 1.66 -0.90 0.8363
O 0.53 -2.78 -0.35 -0.6977
O 2.61 -2.20 0.33 -0.7097
C 3.56 -6.10 1.33 -0.2184
C -2.27 -1.10 -3.54 -0.2119
C 2.52 -6.90 1.85 -0.1964
C 0.20 0.49 2.68 -0.3017
C -3.58 3.10 1.75 -0.2040
C -1.57 -0.55 -2.45 -0.1930
C 0.95 -5.17 1.31 0.0107
C 1.19 -6.44 1.82 -0.2628
C -3.48 4.49 1.52 -0.2170
C -2.51 5.02 0.64 -0.2146
C -1.68 4.14 -0.06 -0.2130
C 3.04 3.54 -2.43 -0.2282
C -3.48 1.04 -3.85 -0.2285
C 1.43 0.21 2.02 -0.3293
C -3.20 -0.29 -4.24 -0.1975
C -2.76 2.23 1.04 -0.2271
C -2.78 1.57 -2.76 -0.2029
C 2.29 2.68 -3.26 -0.2036
C 0.61 2.49 -1.50 -0.3614
C 1.93 -4.44 0.61 -0.1855
C 0.08 -0.37 3.83 -0.3573
C 1.12 2.10 -2.76 -0.2021
C 1.47 3.19 -0.61 -0.1721
C 2.09 -0.83 2.76 -0.3030
C -1.88 2.75 0.06 -0.3437
C 3.25 -4.92 0.67 -0.1572
C 1.69 -3.02 0.10 0.7181
C -1.76 0.82 -2.14 -0.3022
C 2.65 3.77 -1.10 -0.2342
C 1.26 -1.23 3.90 -0.3951
H -4.22 1.65 -4.39 0.2185
H 4.61 -6.41 1.44 0.2210
H -4.32 2.72 2.47 0.2185
H 1.73 0.80 1.13 0.2973
H 1.42 -2.11 4.58 0.2739
H 3.93 4.04 -2.83 0.2131
H -3.71 -0.71 -5.12 0.2126
H -3.00 2.57 -2.39 0.2177
H -2.43 6.11 0.48 0.2190
H 2.75 -7.85 2.33 0.2211
H 4.03 -4.30 0.24 0.2411
H 3.27 4.42 -0.45 0.2167
H -4.16 5.17 2.03 0.2127
H 0.59 1.33 -3.34 0.2266
H 0.39 -7.04 2.24 0.2339
H -0.47 1.30 2.31 0.2951
H -0.88 4.52 -0.71 0.2267
H -2.09 -2.15 -3.87 0.2247
H 1.22 3.26 0.45 0.2027
H 3.03 -1.26 2.45 0.2964
H -0.89 -1.14 -1.82 0.2612
H -2.75 1.15 1.22 0.2506
H -0.77 -0.35 4.51 0.2687
H 2.62 2.49 -4.30 0.2204
```

The expectation value of S² is 2.025. The value obtained for the total energy is -5627.5527 Ha. Its multiplicity is 3. As for the net charge: 0.